# C37H84ClFIO5P2

A 5-piece molecular cluster, C37H84ClFIO5P2 overall (wB97M-V/def2-TZVPD, OMol25).

Properties
Charge: -1
Total energy, Eh: -3376.6898
LUMO, eV: 1.994
Strongest force on any atom, eV/Å: 6.4
Frontier orbital gap, eV: 6.9503

Each atom is followed by the atoms it is bonded to, with distances in Å.
CARTESIAN COORDINATES (ANGSTROEM)
1 C 5.01 2.56 0.04  C2 1.640, H24 1.176, H25 1.171, H26 1.193
2 C 3.66 2.13 -0.77  C1 1.640, C3 1.672, H27 1.184, H28 1.193
3 C 2.25 2.44 0.08  C2 1.672, C4 1.639, H29 1.174, H30 1.186
4 C 1.04 1.79 -0.81  C3 1.639, O5 1.471, C15 1.667, H31 1.192
5 O 0.52 2.50 -2.00  C4 1.471, P6 1.776
6 P -0.88 1.58 -2.59  O5 1.776, C7 1.948, P10 2.189, O14 1.776, H32 1.465, H33 1.469
7 C -1.13 2.64 -4.20  P6 1.948, C8 1.672, F9 1.488, H34 1.194
8 C -1.87 4.10 -3.87  C7 1.672, H35 1.194, H36 1.192, H37 1.170
9 F 0.16 3.00 -4.85  C7 1.488
10 P 0.23 0.15 -3.82  P6 2.189, O11 1.609, O12 1.763, O13 1.762
11 O 1.80 0.48 -3.88  P10 1.609
12 O -0.10 -1.45 -3.15  P10 1.763, H38 1.006
13 O -0.30 0.10 -5.50  P10 1.762, H39 1.010
14 O -1.00 0.48 -1.19  P6 1.776, C15 1.501
15 C -0.21 1.01 -0.03  C4 1.667, O14 1.501, C16 1.639, C20 1.639
16 C -1.33 1.96 0.70  C15 1.639, C17 1.665, H40 1.170, H41 1.194
17 C -2.83 1.24 0.58  C16 1.665, C18 1.668, H42 1.180, H43 1.174
18 C -3.85 1.79 1.78  C17 1.668, Cl19 1.882, H44 1.177, H45 1.174
19 Cl -5.58 1.75 1.03  C18 1.882
20 C 0.46 -0.25 0.77  C15 1.639, C21 1.638, H46 1.192, H47 1.194
21 C 0.59 -0.06 2.39  C20 1.638, C22 1.664, I23 2.231, H48 1.170
22 C 2.05 -0.57 3.01  C21 1.664, H49 1.193, H50 1.192, H51 1.171
23 I -0.91 -1.42 3.32  C21 2.231
24 H 5.15 3.73 -0.03  C1 1.176
25 H 5.02 2.20 1.16  C1 1.171
26 H 5.97 2.08 -0.49  C1 1.193
27 H 3.77 0.98 -1.04  C2 1.184
28 H 3.62 2.75 -1.79  C2 1.193
29 H 2.26 1.96 1.15  C3 1.174
30 H 2.08 3.61 0.12  C3 1.186
31 H 1.58 0.85 -1.31  C4 1.192
32 H -1.64 2.68 -1.98  P6 1.465
33 H -2.23 1.10 -2.92  P6 1.469
34 H -1.89 2.09 -4.94  C7 1.194
35 H -3.03 3.86 -3.71  C8 1.194
36 H -1.82 4.76 -4.86  C8 1.192
37 H -1.40 4.66 -2.95  C8 1.170
38 H -0.15 -2.06 -3.95  O12 1.006
39 H -1.17 -0.41 -5.58  O13 1.010
40 H -1.14 2.18 1.83  C16 1.170
41 H -1.32 3.02 0.16  C16 1.194
42 H -3.33 1.56 -0.44  C17 1.180
43 H -2.77 0.08 0.70  C17 1.174
44 H -3.53 2.87 2.11  C18 1.177
45 H -3.80 1.05 2.70  C18 1.174
46 H -0.23 -1.20 0.54  C20 1.192
47 H 1.53 -0.56 0.36  C20 1.194
48 H 0.44 1.03 2.78  C21 1.170
49 H 1.89 -0.85 4.15  C22 1.193
50 H 2.79 0.37 3.02  C22 1.192
51 H 2.50 -1.49 2.44  C22 1.171
52 C -3.50 -1.43 -3.84  C53 1.521, H58 1.093, H59 1.095, H60 1.095
53 C -4.38 -0.97 -5.00  C52 1.521, C54 1.531, H61 1.094, H62 1.097
54 C -5.88 -1.09 -4.72  C53 1.531, C55 1.533, H63 1.096, H64 1.097
55 C -6.39 -2.51 -4.47  C54 1.533, C56 1.531, H65 1.098, H66 1.096
56 C -6.12 -3.51 -5.59  C55 1.531, C57 1.521, H67 1.097, H68 1.095
57 C -6.81 -3.15 -6.90  C56 1.521, H69 1.095, H70 1.095, H71 1.094
58 H -3.65 -2.49 -3.63  C52 1.093
59 H -2.45 -1.28 -4.09  C52 1.095
60 H -3.73 -0.86 -2.94  C52 1.095
61 H -4.11 -1.53 -5.91  C53 1.094
62 H -4.15 0.08 -5.22  C53 1.097
63 H -6.43 -0.65 -5.56  C54 1.096
64 H -6.12 -0.47 -3.85  C54 1.097
65 H -7.47 -2.46 -4.29  C55 1.098
66 H -5.95 -2.90 -3.54  C55 1.096
67 H -6.49 -4.50 -5.27  C56 1.097
68 H -5.05 -3.63 -5.76  C56 1.095
69 H -7.89 -3.07 -6.77  C57 1.095
70 H -6.62 -3.92 -7.65  C57 1.095
71 H -6.43 -2.20 -7.30  C57 1.094
72 C 5.02 -2.25 9.98  C73 1.521, H78 1.093, H79 1.095, H80 1.095
73 C 5.30 -3.26 8.87  C72 1.521, C74 1.531, H81 1.094, H82 1.097
74 C 5.69 -2.61 7.54  C73 1.531, C75 1.533, H83 1.096, H84 1.097
75 C 4.62 -1.71 6.91  C74 1.533, C76 1.531, H85 1.098, H86 1.096
76 C 3.27 -2.37 6.63  C75 1.531, C77 1.521, H87 1.097, H88 1.095
77 C 3.36 -3.52 5.64  C76 1.521, H89 1.095, H90 1.095, H91 1.094
78 H 4.17 -1.61 9.74  C72 1.093
79 H 4.79 -2.77 10.91  C72 1.095
80 H 5.90 -1.62 10.15  C72 1.095
81 H 4.42 -3.90 8.74  C73 1.094
82 H 6.12 -3.91 9.19  C73 1.097
83 H 5.96 -3.40 6.83  C74 1.096
84 H 6.60 -2.01 7.69  C74 1.097
85 H 5.02 -1.31 5.97  C75 1.098
86 H 4.45 -0.83 7.55  C75 1.096
87 H 2.59 -1.62 6.23  C76 1.097
88 H 2.82 -2.73 7.56  C76 1.095
89 H 3.77 -3.18 4.68  C77 1.095
90 H 2.36 -3.93 5.44  C77 1.095
91 H 3.99 -4.34 6.01  C77 1.094
92 C 7.55 6.73 -3.54  C93 1.521, H98 1.093, H99 1.095, H100 1.095
93 C 6.36 6.97 -4.47  C92 1.521, C94 1.531, H101 1.094, H102 1.097
94 C 5.17 7.64 -3.78  C93 1.531, C95 1.533, H103 1.096, H104 1.097
95 C 4.54 6.85 -2.63  C94 1.533, C96 1.531, H105 1.098, H106 1.096
96 C 4.04 5.45 -3.00  C95 1.531, C97 1.521, H107 1.097, H108 1.095
97 C 2.93 5.46 -4.04  C96 1.521, H109 1.095, H110 1.095, H111 1.094
98 H 7.29 6.05 -2.73  C92 1.093
99 H 8.38 6.29 -4.10  C92 1.095
100 H 7.89 7.68 -3.11  C92 1.095
101 H 6.06 6.02 -4.92  C93 1.094
102 H 6.69 7.61 -5.30  C93 1.097
103 H 4.41 7.86 -4.54  C94 1.096
104 H 5.50 8.61 -3.39  C94 1.097
105 H 3.70 7.43 -2.23  C95 1.098
106 H 5.26 6.76 -1.81  C95 1.096
107 H 3.66 4.97 -2.09  C96 1.097
108 H 4.86 4.82 -3.35  C96 1.095
109 H 2.07 6.05 -3.69  C97 1.095
110 H 2.58 4.44 -4.23  C97 1.095
111 H 3.27 5.87 -4.99  C97 1.094
112 C -5.03 -7.42 3.89  C113 1.521, H118 1.093, H119 1.095, H120 1.095
113 C -4.12 -6.21 4.11  C112 1.521, C114 1.531, H121 1.094, H122 1.097
114 C -4.84 -4.87 3.94  C113 1.531, C115 1.533, H123 1.096, H124 1.097
115 C -5.42 -4.61 2.55  C114 1.533, C116 1.531, H125 1.098, H126 1.096
116 C -4.40 -4.65 1.40  C115 1.531, C117 1.521, H127 1.097, H128 1.095
117 C -3.32 -3.59 1.51  C116 1.521, H129 1.095, H130 1.095, H131 1.094
118 H -5.41 -7.45 2.87  C112 1.093
119 H -4.47 -8.34 4.07  C112 1.095
120 H -5.88 -7.40 4.58  C112 1.095
121 H -3.26 -6.27 3.44  C113 1.094
122 H -3.72 -6.26 5.13  C113 1.097
123 H -4.15 -4.07 4.21  C114 1.096
124 H -5.67 -4.82 4.67  C114 1.097
125 H -5.90 -3.62 2.55  C115 1.098
126 H -6.21 -5.33 2.34  C115 1.096
127 H -4.94 -4.50 0.46  C116 1.097
128 H -3.94 -5.64 1.33  C116 1.095
129 H -3.75 -2.59 1.54  C117 1.095
130 H -2.65 -3.65 0.64  C117 1.095
131 H -2.71 -3.74 2.41  C117 1.094